Record 1
C2H6N2O | ωB97M-V/def2-TZVPD

Summary:
HOMO energy: -7.3 eV
lowest unoccupied orbital energy: -0.21 eV
ΔE to the lowest compared entry with this formula, charge and spin: 131.8 kcal per mole
spin multiplicity: 1

Each line ends with the natural charge from an NBO analysis.
Positions of all 11 atoms, in Å:
1 C 0.230 -0.451 -0.392  0.397
2 C -1.238 -0.302 -0.438  -0.709
3 O 0.631 1.441 0.369  -0.902
4 N 0.771 -1.413 0.500  -0.277
5 N 1.175 -0.734 1.485  -0.375
6 H 1.404 1.839 -0.057  0.479
7 H 0.828 -0.214 -1.265  0.192
8 H 1.031 0.737 1.124  0.441
9 H -1.641 -0.219 0.573  0.253
10 H -1.636 -1.235 -0.864  0.260
11 H -1.554 0.550 -1.033  0.243



Record 2
C2H6N2O | ωB97M-V/def2-TZVPD

Summary:
HOMO energy (spin up / spin down): -7.0 / -6.5 eV
lowest unoccupied orbital energy (spin up / spin down): 0.92 / 0.94 eV
ΔE to the lowest compared entry with this formula, charge and spin: 143.0 kcal per mole
spin multiplicity: 1

Each line ends with the natural charge from an NBO analysis.
Positions of all 11 atoms, in Å:
1 C -2.176 0.155 -0.094  -0.192
2 C 0.099 -0.765 -0.172  0.203
3 N 2.187 0.723 0.005  -0.649
4 N 1.519 -0.494 -0.216  -0.465
5 O -0.884 0.142 -0.168  -0.404
6 H -2.758 -0.824 -0.054  0.145
7 H -2.589 1.062 -0.446  0.162
8 H 0.035 -1.807 -0.226  0.154
9 H 1.804 1.307 0.789  0.333
10 H 2.045 1.267 -0.849  0.350
11 H 1.984 -1.178 0.383  0.363



Record 3
C2H6N2O | ωB97M-V/def2-TZVPD

Summary:
SMILES: [H]/N=C\NOC
HOMO energy: -9.0 eV
lowest unoccupied orbital energy: 0.98 eV
ΔE to the lowest compared entry with this formula, charge and spin: 120.6 kcal per mole
spin multiplicity: 1

Each line ends with the natural charge from an NBO analysis.
Positions of all 11 atoms, in Å:
1 H -1.967 1.255 -1.341  0.320
2 N -1.045 1.831 -0.869  -0.651
3 C -0.057 0.934 -0.878  0.229
4 N -0.306 -0.534 -0.902  -0.376
5 O 0.625 -1.124 -0.130  -0.389
6 C 0.667 -0.643 1.178  -0.261
7 H 1.054 1.193 -0.592  0.199
8 H -1.262 -0.996 -0.837  0.371
9 H 0.983 0.330 1.190  0.169
10 H 1.588 -1.365 1.394  0.209
11 H -0.280 -0.881 1.787  0.180



Record 4
C2H6N2O | ωB97M-V/def2-TZVPD

Summary:
SMILES: CC(=O)NN
HOMO energy: -9.7 eV
lowest unoccupied orbital energy: 0.65 eV
ΔE to the lowest compared entry with this formula, charge and spin: 70.9 kcal per mole
spin multiplicity: 1

Each line ends with the natural charge from an NBO analysis.
Positions of all 11 atoms, in Å:
1 C -0.860 1.301 -0.047  -0.743
2 C -0.576 -0.161 -0.032  0.638
3 O -1.502 -0.965 0.070  -0.618
4 N 0.714 -0.592 -0.152  -0.467
5 N 1.839 0.223 0.025  -0.681
6 H 0.085 1.763 -0.586  0.254
7 H -1.966 1.353 -0.593  0.264
8 H -1.060 1.721 1.158  0.248
9 H 0.829 -1.554 0.231  0.375
10 H 2.070 0.308 1.122  0.350
11 H 2.807 -0.129 -0.529  0.381



Record 5
C2H6N2O | ωB97M-V/def2-TZVPD

Summary:
HOMO energy: -8.2 eV
lowest unoccupied orbital energy: 0.68 eV
ΔE to the lowest compared entry with this formula, charge and spin: 148.9 kcal per mole
spin multiplicity: 1

Each line ends with the natural charge from an NBO analysis.
Positions of all 11 atoms, in Å:
1 N 0.739 -0.178 0.388  -0.457
2 N 1.659 0.125 -0.681  -0.618
3 H 1.410 1.058 -1.000  0.363
4 H 1.414 -0.511 -1.439  0.373
5 H 1.120 -0.961 0.917  0.414
6 H 0.462 0.669 1.056  0.496
7 O -0.930 0.900 1.450  -1.042
8 C -0.646 -0.401 0.029  0.167
9 C -1.320 -1.040 -0.790  -0.392
10 H -1.586 1.552 1.185  0.469
11 H -2.323 -1.214 -1.116  0.227



Record 6
C2H6N2O | ωB97M-V/def2-TZVPD

Summary:
SMILES: C/N=C\NO
HOMO energy: -8.9 eV
lowest unoccupied orbital energy: 0.61 eV
ΔE to the lowest compared entry with this formula, charge and spin: 88.3 kcal per mole
spin multiplicity: 1

Each line ends with the natural charge from an NBO analysis.
Positions of all 11 atoms, in Å:
1 C -1.311 -0.719 -0.139  -0.457
2 N -1.134 0.737 0.118  -0.465
3 C 0.028 1.207 0.096  0.217
4 N 1.195 0.569 -0.228  -0.350
5 O 1.526 -0.784 0.005  -0.556
6 H -0.815 -1.063 -1.031  0.199
7 H -2.380 -1.079 -0.219  0.196
8 H -1.016 -1.270 0.806  0.190
9 H 0.029 2.276 -0.041  0.190
10 H 2.094 1.109 -0.313  0.373
11 H 1.785 -0.982 0.946  0.463



Record 7
C2H6N2O2 | ωB97M-V/def2-TZVPD

Summary:
SMILES: [H]/N=N/C(C)(O)O
HOMO energy (spin up / spin down): -8.1 / -8.3 eV
lowest unoccupied orbital energy (spin up / spin down): -0.26 / -0.49 eV
ΔE to the lowest compared entry with this formula, charge and spin: 112.6 kcal per mole
spin multiplicity: 1

Each line ends with the natural charge from an NBO analysis.
Positions of all 12 atoms, in Å:
1 H 2.454 1.352 0.752  0.342
2 N 1.513 1.173 1.162  -0.327
3 N 0.625 1.165 0.338  -0.236
4 C -0.110 -0.279 -0.339  0.683
5 C -1.403 -0.528 0.394  -0.667
6 O 0.768 -1.326 -0.246  -0.692
7 O -0.160 0.357 -1.513  -0.740
8 H -1.960 0.403 0.473  0.225
9 H -1.995 -1.251 -0.170  0.223
10 H -1.199 -0.912 1.392  0.228
11 H 1.150 -1.472 -1.121  0.496
12 H 0.317 1.317 -1.122  0.465



Record 8
C2H6N2O2 | ωB97M-V/def2-TZVPD

Summary:
SMILES: NC=O.NC=O
HOMO energy: -10.0 eV
lowest unoccupied orbital energy: 0.62 eV
ΔE to the lowest compared entry with this formula, charge and spin: 14.2 kcal per mole
spin multiplicity: 1

Each line ends with the natural charge from an NBO analysis.
Positions of all 12 atoms, in Å:
1 N -2.016 1.991 -0.591  -0.835
2 C -1.244 1.215 -1.410  0.528
3 O -1.300 0.011 -1.461  -0.583
4 H -1.645 2.780 -0.090  0.395
5 H -2.689 1.460 -0.051  0.388
6 H -0.468 1.801 -1.930  0.107
7 N 0.920 -1.822 1.018  -0.820
8 C 2.143 -1.267 0.815  0.524
9 O 3.168 -1.885 0.652  -0.596
10 H 0.171 -1.279 1.406  0.395
11 H 0.865 -2.827 1.011  0.399
12 H 2.095 -0.178 0.631  0.098



Number 1: molecular weight 74.08 g mol⁻¹. Number 2: molecular weight 74.08 g mol⁻¹. Number 3: molecular weight 74.08 g mol⁻¹. Number 4: molecular weight 74.08 g mol⁻¹. Number 5: molecular weight 74.08 g mol⁻¹. Number 6: molecular weight 74.08 g mol⁻¹. Number 7: molecular weight 90.08 g mol⁻¹. Number 8: molecular weight 90.08 g mol⁻¹.